Density functional theory data (wB97M-V/def2-TZVPD) for C49H36BiCl2N7O11S2Sb as an isolated structure in a non-equilibrium geometry.

```
109
Properties=species:S:1:pos:R:3:forces:R:3:lowdin_charge:R:1
Bi 0.69298 2.09480 0.66472 -0.48 -0.28 0.35 1.870
O 1.63257 -1.20708 4.95728 0.92 -0.14 -0.11 0.006
C 0.58160 -1.86848 4.49251 -0.85 0.97 -0.50 -0.286
C 0.26076 -3.15294 4.96539 -0.17 0.24 1.09 -0.013
C -0.92149 -3.77308 4.59511 -0.01 -0.71 -0.94 -0.056
C -1.70848 -3.21290 3.58948 0.84 1.99 0.14 -0.079
C -1.40202 -1.93370 3.12243 0.62 0.22 -0.36 -0.009
C -0.27223 -1.18415 3.55349 0.21 -2.09 0.84 -0.061
C 0.11235 0.13174 3.01904 -2.29 -1.88 -0.88 -0.466
O -0.70785 0.69464 2.24738 0.54 1.33 -0.70 -0.130
N 1.34048 0.52843 3.28025 1.46 1.23 1.49 0.012
N 1.63552 1.78341 2.92733 2.02 1.09 -2.44 -0.092
C 2.79990 2.34160 3.18757 -1.85 -2.09 2.47 -0.053
C 3.27209 3.51063 2.46216 0.54 0.10 -0.89 -0.268
C 4.11352 4.48951 3.07060 -0.90 -0.02 0.05 -0.018
C 4.51369 5.58433 2.34039 0.73 0.49 -1.81 -0.046
C 4.28582 5.55517 0.92009 -1.04 -0.42 1.28 -0.048
C 3.48934 4.54274 0.39706 -0.14 -1.37 0.49 -0.110
N 2.96099 3.48473 1.14796 0.96 2.76 -0.06 0.024
H 1.77928 -0.39906 4.28077 -0.06 -0.85 1.15 0.052
H 0.87157 -3.54166 5.79025 -0.14 0.03 -0.55 0.119
H -1.25076 -4.77256 4.91072 0.53 0.51 0.45 0.119
H -2.56113 -3.68509 3.17917 -0.72 -0.60 -0.13 0.075
H -1.98389 -1.52313 2.31091 -0.25 0.18 0.02 0.099
H 3.33378 1.90716 4.09524 -0.20 0.64 -1.40 0.157
H 4.30396 4.44009 4.14107 -0.06 -0.14 -0.23 0.116
H 5.08028 6.46659 2.73781 -0.63 -1.19 -0.07 0.124
H 4.58452 6.36253 0.25854 0.15 -0.15 0.20 0.102
H 3.32246 4.51866 -0.69199 -0.14 -0.17 0.78 0.078
O -3.83220 -0.18563 -1.41814 0.88 0.73 0.39 0.097
C -2.73180 0.36799 -0.83123 0.46 -0.40 0.79 -0.420
O -1.64009 -0.16352 -0.92310 -1.02 1.07 -0.01 0.089
C -3.04912 1.61930 -0.00969 -0.28 0.08 0.10 -0.143
C -4.35182 1.86272 0.49791 1.74 0.29 0.15 0.034
C -4.54261 3.08149 1.18099 -0.45 -0.54 0.70 -0.032
C -3.49948 3.97036 1.39484 0.64 0.04 -0.56 0.026
C -2.23913 3.59161 0.86851 -0.23 0.28 0.36 -0.179
N -1.99852 2.44954 0.22112 -0.91 0.10 0.05 0.094
C -1.07239 4.53554 1.17177 -0.60 1.59 0.79 -0.591
O -1.29363 5.73849 1.27127 -0.14 -1.08 -0.39 0.063
O 0.07091 4.02229 1.49638 0.41 -0.83 -0.55 -0.229
H -3.41698 -0.91158 -1.89876 -0.28 -0.49 -0.27 0.117
H -5.08068 1.05289 0.54797 -0.01 0.40 -0.42 0.109
H -5.51295 3.24301 1.66779 0.39 0.06 -0.33 0.117
H -3.55412 4.93366 1.96450 -0.14 -1.15 -0.74 0.140
Cl 1.59970 6.35854 -1.80171 -0.22 0.11 -0.64 0.647
C 1.12342 5.19281 -3.05583 -1.05 -0.81 1.11 -0.931
Cl -0.63467 5.28607 -3.50609 0.74 0.27 0.20 0.592
C 1.29659 3.77025 -2.44377 -1.79 -1.25 0.00 -0.720
O 2.02151 3.02822 -3.17743 -0.26 1.00 0.52 -0.206
O 0.57928 3.39150 -1.47324 1.55 1.07 -1.11 -0.201
H 1.66043 5.28463 -3.98620 0.38 0.25 0.12 0.063
O -3.67306 -5.97844 6.95988 0.00 -0.57 2.05 -0.387
S -5.08950 -6.36807 7.10746 -1.09 2.33 -3.26 0.465
O -6.00483 -5.21883 7.32804 1.28 -1.47 0.28 -0.402
O -5.55562 -7.58979 7.72231 1.01 -0.09 0.29 -0.364
C -5.05529 -6.56187 5.23003 -2.34 0.07 2.10 -0.374
N -4.59215 -7.65771 4.67689 0.19 0.09 -2.18 0.118
C -4.57176 -7.56906 3.31368 0.32 0.25 1.34 -0.114
C -4.85951 -6.41756 2.57872 -0.07 -0.13 1.69 -0.001
C -5.32711 -5.29718 3.32580 0.13 -3.83 0.96 -0.236
N -5.55693 -5.48541 4.63605 1.01 0.66 -1.15 0.143
C -5.63279 -4.00544 2.82641 -0.74 2.12 -1.26 -0.177
C -5.33182 -3.59937 1.51859 -0.70 0.04 0.42 -0.004
C -5.52856 -2.25302 1.17878 0.54 -0.73 2.05 -0.170
N -5.82645 -1.34386 2.09083 -0.82 0.32 1.81 0.036
C -6.20041 -1.74819 3.37869 0.19 0.84 -2.00 -0.101
C -6.22708 -3.08187 3.71621 -0.20 -0.09 0.75 -0.001
H -4.22771 -8.47539 2.83898 -0.05 -0.07 -0.36 0.095
H -4.71778 -6.51063 1.53427 0.00 0.48 -0.94 0.078
H -5.05041 -4.32207 0.75914 0.29 0.10 0.18 0.103
H -5.24309 -1.87569 0.23623 0.02 0.29 -1.18 0.069
H -6.47903 -0.92141 4.08257 0.21 -0.99 -0.81 0.114
H -6.67576 -3.46039 4.67151 0.95 0.50 -0.87 0.136
S 2.93222 0.66880 -0.71999 -0.64 1.10 -0.64 0.010
Sb 2.66333 0.93946 -3.06630 1.48 -2.35 1.55 1.325
C 4.11482 1.88194 -4.35467 -0.89 -0.39 0.11 -0.297
C 5.23399 2.59909 -3.93828 -0.09 -0.26 0.00 -0.094
C 6.02354 3.20225 -4.91234 0.30 0.72 -0.37 -0.088
C 5.65203 3.11593 -6.25319 0.69 -0.36 0.22 -0.088
C 4.64117 2.24704 -6.65132 0.56 1.33 0.06 -0.088
C 3.83237 1.68376 -5.71068 0.19 0.18 0.70 -0.149
C 3.89704 -0.93019 -3.25995 -0.61 0.21 -1.06 -0.321
C 4.58940 -1.51568 -2.19712 -0.15 -0.25 -1.06 -0.186
C 5.71997 -2.27628 -2.43764 0.39 0.03 -1.79 -0.066
C 6.18414 -2.47176 -3.80276 1.03 -0.48 2.93 -0.086
C 5.48500 -1.88943 -4.81008 -0.96 -0.48 -1.82 -0.123
C 4.29419 -1.23666 -4.56358 0.54 0.35 2.23 -0.154
C 0.83465 0.28988 -3.95493 -0.25 0.36 -0.46 -0.309
C 0.36513 -1.00533 -3.69986 0.58 0.39 -0.12 -0.117
C -0.75789 -1.48751 -4.35785 0.66 -0.32 0.64 -0.094
C -1.32843 -0.74476 -5.38057 -0.60 -0.24 0.39 -0.096
C -0.88977 0.54967 -5.65564 0.32 -0.22 0.52 -0.075
C 0.16449 1.09915 -4.88525 -0.04 0.33 -0.77 -0.108
H 5.49365 2.69451 -2.88380 -0.16 -0.07 -0.20 0.109
H 6.93020 3.80517 -4.68662 -0.88 -0.50 0.17 0.114
H 6.21846 3.70728 -6.96086 0.02 -0.25 -0.22 0.098
H 4.41225 2.11037 -7.67742 -0.10 -0.02 -0.87 0.096
H 2.98159 1.15162 -6.09603 -0.35 -0.39 0.36 0.094
H 4.13857 -1.43709 -1.23858 0.29 0.25 0.84 0.007
H 6.27107 -2.62566 -1.57568 0.10 -0.45 -0.19 0.092
H 7.09766 -3.09239 -3.95116 -0.78 0.73 -0.06 0.106
H 5.67847 -1.96328 -5.88668 0.65 -0.42 0.50 0.108
H 3.72724 -0.89561 -5.36884 -0.72 0.62 -1.28 0.063
H 0.91753 -1.67722 -3.04865 -0.11 0.24 0.20 0.110
H -1.08786 -2.47416 -4.00415 -0.19 0.42 -0.70 0.115
H -2.17923 -1.20016 -5.89057 0.24 0.39 -0.16 0.105
H -1.39772 1.06859 -6.46652 0.32 0.28 0.30 0.102
H 0.51218 2.14674 -5.07409 -0.40 -1.08 0.18 0.109
```
Positions in Å, forces in eV/Å.

Computed properties:
highest occupied orbital energy	-5.55	eV
charge	-1
orbital gap	5.8	eV
LUMO level	0.27	eV
energy above the lowest of the compared OMol25 structures with the same formula, charge and spin	28.4	kcal per mole
molar mass	1364.65	g/mol


Density functional theory data (wB97M-V/def2-TZVPD) for one molecule with the formula C6H9NO2 in a non-equilibrium geometry.

```
18
Properties=species:S:1:pos:R:3:forces:R:3:lowdin_charge:R:1
C -0.61236 -1.19461 0.03705 -0.42 -0.05 0.16 -0.092
C -0.70300 1.60026 1.43496 0.80 0.52 0.30 -0.003
C 1.87046 -1.12795 -0.71323 -0.06 -0.10 0.02 0.001
C -0.48087 1.40682 -0.03400 -1.47 0.61 -1.71 -0.363
C -0.97245 0.05160 -0.68768 0.34 1.38 -1.49 -0.307
C 0.85872 -1.16839 0.40485 0.69 -1.41 1.93 -0.434
N -1.51394 0.07671 -1.85284 0.52 0.03 1.37 0.175
O -0.18712 2.31037 -0.80537 0.09 -1.05 1.15 0.077
O 1.20488 -1.32156 1.57890 -0.48 0.58 -1.78 0.062
H -1.57579 1.05045 -2.19355 0.09 -0.38 0.26 0.069
H -1.21560 -1.27580 0.94687 0.24 -0.07 0.02 0.131
H -0.80998 -2.06602 -0.59554 0.02 0.14 0.01 0.134
H -0.44382 2.62660 1.71131 -0.12 -0.09 -0.20 0.092
H -0.04432 0.95751 2.02023 -0.24 -0.29 0.04 0.080
H -1.74896 1.42408 1.69539 0.09 -0.24 -0.08 0.100
H 1.45194 -1.51652 -1.64401 -0.04 0.21 0.03 0.088
H 2.73385 -1.73982 -0.43843 -0.10 0.26 0.08 0.092
H 2.18835 -0.09371 -0.86488 0.05 -0.04 -0.11 0.096
```
Positions in Å, forces in eV/Å.

Computed properties:
highest occupied orbital energy	-9.97	eV
structure (SMILES)	[H]/N=C(/CC(C)=O)C(C)=O
orbital gap	9.8	eV
LUMO level	-0.18	eV
energy above the lowest of the compared OMol25 structures with the same formula, charge and spin	24.8	kcal per mole
molar mass	127.14	g/mol


Density functional theory data (wB97M-V/def2-TZVPD) for a 3-piece molecular cluster, C35H70N4O4 overall in a non-equilibrium geometry.

```
113
Properties=species:S:1:pos:R:3:forces:R:3:lowdin_charge:R:1
C 2.32933 -1.21349 1.96578 0.23 -0.83 0.40 -0.131
C 2.14979 -2.73363 1.44589 0.17 0.11 0.50 -0.242
C 0.98004 -3.45749 2.30161 -0.03 0.49 -0.32 -0.210
C -0.42346 -3.54741 1.49027 0.24 -0.77 0.55 -0.193
C -1.70700 -3.23612 2.43881 0.66 0.58 -0.36 -0.196
C -2.93556 -2.58445 1.61770 -0.20 -0.46 0.47 -0.219
C -3.97866 -3.65985 1.03347 0.03 -0.20 0.63 -0.210
C -5.40378 -3.01159 0.62945 1.09 0.01 0.36 -0.213
C -5.17549 -1.92155 -0.51952 -0.03 -1.05 -0.73 -0.225
C -6.49994 -1.21366 -1.08456 0.30 0.92 0.15 -0.206
C -7.65753 -0.94426 -0.00806 -0.73 0.51 -0.57 -0.223
C -7.42908 0.39934 0.86835 -0.47 -1.11 0.30 -0.212
C -6.25455 0.26778 1.95175 -0.37 -0.23 0.17 -0.212
C -6.07524 1.61488 2.85479 -0.49 -0.37 -1.44 -0.181
C -4.84264 2.48494 2.29394 -0.58 1.03 0.10 -0.213
C -3.78542 2.95177 3.40747 0.00 -0.28 0.86 -0.200
C -2.48800 2.01774 3.55526 0.18 0.18 0.12 -0.160
C -1.64890 1.78006 2.21102 -0.17 -1.28 0.09 -0.184
N -0.48412 2.69696 2.01925 -0.10 0.00 -1.39 -0.086
C 0.74375 2.00992 1.53430 0.78 0.15 -0.68 -0.150
C 0.67539 1.41408 0.05443 1.25 -0.96 -4.04 -0.136
C 1.76396 1.90667 -0.97243 -3.08 -3.03 -1.25 -0.005
C 1.71789 1.32552 -2.43343 -1.92 -0.75 1.75 -0.064
C 0.66156 0.31032 -2.93090 -0.28 0.95 3.73 -0.047
C -0.39154 -0.20216 -1.91566 2.22 2.12 1.22 -0.207
C -1.55998 -1.25403 -2.25775 0.07 1.72 0.23 -0.082
C -0.33060 0.36474 -0.47850 1.35 0.79 -1.10 -0.011
C -0.81419 3.91595 1.26594 -0.67 3.91 2.98 -0.361
O -0.90680 4.99000 1.92961 0.40 -4.18 -2.90 0.095
O -1.08054 4.00914 -0.13722 2.13 -0.15 2.38 -0.110
N -2.39388 3.72018 -0.45077 -2.17 -1.60 -0.79 0.036
H 2.82374 -1.23092 3.01134 -0.79 0.07 -1.62 0.085
H 1.28526 -0.75639 2.09139 1.57 -0.56 -0.40 0.048
H 2.99469 -0.59342 1.26611 -1.15 -0.80 0.97 0.074
H 3.11672 -3.34451 1.58531 -1.32 1.14 -0.26 0.108
H 1.93584 -2.69788 0.32559 0.05 -0.31 1.54 0.077
H 1.31145 -4.50383 2.64141 -0.52 1.56 -0.53 0.107
H 0.84170 -2.81374 3.24885 0.10 -1.07 -1.32 0.097
H -0.39720 -2.84361 0.58284 -0.10 -0.84 1.41 0.097
H -0.46469 -4.62722 1.08131 -0.18 1.74 0.44 0.113
H -2.02206 -4.15492 3.06215 0.39 1.34 -1.16 0.116
H -1.32956 -2.46485 3.21058 -0.69 -1.04 -1.16 0.096
H -2.52477 -1.94563 0.76281 -0.45 -0.81 1.25 0.066
H -3.49572 -1.89162 2.34311 0.64 -0.90 -1.09 0.109
H -4.16395 -4.44471 1.86468 0.26 1.22 -1.27 0.112
H -3.49410 -4.23903 0.16513 -0.80 0.95 1.10 0.117
H -5.82878 -2.52541 1.58808 0.58 -0.76 -1.59 0.094
H -6.09348 -3.87489 0.31885 0.83 1.44 0.26 0.119
H -4.36458 -1.17193 -0.19535 -1.46 -0.99 -0.35 0.082
H -4.71095 -2.49517 -1.41415 -0.57 0.91 1.39 0.116
H -6.16600 -0.16920 -1.46253 -0.61 -1.58 0.48 0.111
H -6.91306 -1.74183 -2.02632 0.65 0.54 1.73 0.112
H -7.91869 -1.86003 0.64799 0.71 1.46 -0.95 0.110
H -8.62292 -0.74544 -0.61840 1.49 -0.32 0.94 0.109
H -8.42674 0.57277 1.42616 1.58 -0.02 -0.82 0.115
H -7.26470 1.25409 0.12879 -0.09 -0.98 1.12 0.114
H -6.48383 -0.63862 2.63522 0.23 1.45 -1.08 0.111
H -5.29823 -0.00569 1.38535 -1.14 0.53 0.97 0.081
H -7.04185 2.22114 2.66070 1.51 -0.92 0.66 0.108
H -6.01877 1.36072 3.96533 0.15 0.41 -1.52 0.106
H -4.39970 1.91154 1.41191 -0.25 0.79 1.28 0.083
H -5.28981 3.45500 1.84517 0.73 -1.55 0.62 0.115
H -3.47017 4.05958 3.31666 -0.43 -1.81 -0.21 0.113
H -4.33940 2.89043 4.42355 0.87 0.19 -1.58 0.110
H -1.76850 2.47611 4.33552 -1.12 -0.64 -1.30 0.125
H -2.78218 0.98683 3.98498 0.27 1.54 -0.84 0.113
H -1.20926 0.71128 2.28958 -0.64 1.74 -0.14 0.120
H -2.26241 1.78972 1.24813 0.42 -0.25 1.53 0.091
H 1.58826 2.80122 1.55044 -1.29 -1.29 -0.17 0.139
H 1.05070 1.22338 2.31306 -0.69 1.11 -1.24 0.112
H 2.57578 2.65150 -0.67959 -1.26 -1.18 -0.55 0.076
H 2.49480 1.67699 -3.19723 -1.22 -0.49 1.39 0.086
H 0.62630 -0.08752 -4.01009 0.26 0.84 1.91 0.101
H -2.22612 -0.73784 -3.05001 1.08 -1.12 1.01 0.089
H -1.16085 -2.25676 -2.62297 -0.60 1.40 0.54 0.084
H -2.23914 -1.34785 -1.32633 1.28 -0.16 -1.50 0.044
H -1.11499 -0.02723 0.26868 1.36 0.58 -1.39 0.072
H -2.40417 2.75744 -0.85830 0.09 0.85 0.49 0.096
H -3.00410 3.69173 0.38302 0.58 0.26 -0.38 0.074
C 5.84646 -3.42092 -3.80208 0.21 0.04 -0.22 -0.075
C 4.79352 -4.51294 -3.63640 0.03 0.29 0.32 -0.431
C 3.35669 -3.96776 -3.50559 -0.09 -0.29 0.08 -0.203
O 3.04936 -3.43011 -2.22349 -0.02 0.06 -0.47 -0.198
C 3.46694 -2.08899 -2.03101 0.00 -0.06 0.34 -0.106
N 5.15832 -5.35534 -2.49015 -0.31 -0.03 -0.02 0.036
H 6.05242 -2.89099 -2.87019 -0.10 -0.06 -0.02 0.063
H 6.79344 -3.85628 -4.13518 -0.13 0.00 0.08 0.076
H 5.53574 -2.68782 -4.55279 0.01 -0.03 0.08 0.078
H 4.82712 -5.13205 -4.53962 -0.12 -0.01 0.07 0.134
H 2.66506 -4.80554 -3.64569 0.03 0.04 0.12 0.120
H 3.12784 -3.24185 -4.29607 0.11 0.11 0.05 0.117
H 3.38939 -1.49558 -2.94670 0.04 -0.06 -0.01 0.086
H 4.48989 -2.06452 -1.64786 0.07 0.17 -0.11 0.079
H 2.82213 -1.63789 -1.27383 -0.03 -0.02 -0.14 0.062
H 4.50372 -6.13388 -2.43627 0.16 -0.01 -0.04 0.071
H 4.96203 -4.81803 -1.64524 0.13 -0.04 -0.12 0.069
C 5.22481 5.33949 -1.01414 -0.21 0.16 0.12 -0.070
C 5.81360 4.03337 -0.48837 0.15 0.19 -0.38 -0.432
C 7.34505 4.07586 -0.31104 -0.02 -0.31 0.08 -0.202
O 8.07829 3.95648 -1.52595 -0.08 0.27 0.38 -0.192
C 8.22991 5.16881 -2.24449 0.06 -0.23 -0.26 -0.108
N 5.40238 2.93574 -1.37380 0.21 -0.13 0.13 0.040
H 5.41883 5.48971 -2.07782 0.06 -0.07 0.07 0.065
H 4.13791 5.34295 -0.88664 0.13 -0.04 -0.03 0.074
H 5.62583 6.19809 -0.46713 -0.02 -0.06 -0.06 0.080
H 5.37486 3.85754 0.50015 0.12 -0.07 -0.01 0.133
H 7.63768 3.21116 0.29418 0.02 0.00 -0.13 0.121
H 7.66115 4.96578 0.24745 -0.06 0.09 -0.11 0.119
H 8.33514 6.03196 -1.58073 -0.09 -0.03 0.02 0.091
H 7.38719 5.31340 -2.92429 0.00 0.23 0.04 0.074
H 9.13325 5.09086 -2.85356 -0.03 -0.07 0.11 0.088
H 5.72223 2.05590 -0.97203 -0.15 0.04 -0.01 0.076
H 5.94716 3.01934 -2.23246 -0.16 0.04 0.07 0.073
```
Positions in Å, forces in eV/Å.

Computed properties:
highest occupied orbital energy	-8.62	eV
structure (SMILES)	CCCCCCCCCCCCCCCCCCN(Cc1cccc(C)c1)C(=O)ON.COC[C@@H](C)N.COC[C@@H](C)N
orbital gap	9.1	eV
LUMO level	0.48	eV
molar mass	610.97	g/mol


What is the orbital gap in the first record?
5.8 eV


Please write out number 2 again, unchanged.
Density functional theory data (wB97M-V/def2-TZVPD) for one molecule with the formula C6H9NO2 in a non-equilibrium geometry.

```
18
Properties=species:S:1:pos:R:3:forces:R:3:lowdin_charge:R:1
C -0.61236 -1.19461 0.03705 -0.42 -0.05 0.16 -0.092
C -0.70300 1.60026 1.43496 0.80 0.52 0.30 -0.003
C 1.87046 -1.12795 -0.71323 -0.06 -0.10 0.02 0.001
C -0.48087 1.40682 -0.03400 -1.47 0.61 -1.71 -0.363
C -0.97245 0.05160 -0.68768 0.34 1.38 -1.49 -0.307
C 0.85872 -1.16839 0.40485 0.69 -1.41 1.93 -0.434
N -1.51394 0.07671 -1.85284 0.52 0.03 1.37 0.175
O -0.18712 2.31037 -0.80537 0.09 -1.05 1.15 0.077
O 1.20488 -1.32156 1.57890 -0.48 0.58 -1.78 0.062
H -1.57579 1.05045 -2.19355 0.09 -0.38 0.26 0.069
H -1.21560 -1.27580 0.94687 0.24 -0.07 0.02 0.131
H -0.80998 -2.06602 -0.59554 0.02 0.14 0.01 0.134
H -0.44382 2.62660 1.71131 -0.12 -0.09 -0.20 0.092
H -0.04432 0.95751 2.02023 -0.24 -0.29 0.04 0.080
H -1.74896 1.42408 1.69539 0.09 -0.24 -0.08 0.100
H 1.45194 -1.51652 -1.64401 -0.04 0.21 0.03 0.088
H 2.73385 -1.73982 -0.43843 -0.10 0.26 0.08 0.092
H 2.18835 -0.09371 -0.86488 0.05 -0.04 -0.11 0.096
```
Positions in Å, forces in eV/Å.

Computed properties:
highest occupied orbital energy	-9.97	eV
structure (SMILES)	[H]/N=C(/CC(C)=O)C(C)=O
orbital gap	9.8	eV
LUMO level	-0.18	eV
energy above the lowest of the compared OMol25 structures with the same formula, charge and spin	24.8	kcal per mole
molar mass	127.14	g/mol